one | {
  "formula": "C21H25N3O4S",
  "method": "ωB97M-V/def2-TZVPD",
  "elements": ["C", "C", "C", "C", "C", "C", "C", "N", "C", "C", "N", "S", "O", "O", "C", "C", "C", "C", "C", "C", "C", "N", "C", "O", "C", "O", "C", "C", "C", "H", "H", "H", "H", "H", "H", "H", "H", "H", "H", "H", "H", "H", "H", "H", "H", "H", "H", "H", "H", "H", "H", "H", "H", "H"],
  "xyz": [[3.19519, -1.59813, 5.54950], [2.12111, -2.25266, 4.73332], [1.70560, -3.54701, 5.02333], [0.73615, -4.15135, 4.24906], [0.13764, -3.50613, 3.17287], [-0.83212, -4.27641, 2.32263], [0.51563, -2.18451, 2.90333], [-0.04811, -1.37740, 1.90517], [0.77341, -0.94497, 0.79705], [0.33408, 0.45424, 0.35103], [-1.09119, 0.51817, 0.09619], [-1.53423, -0.05467, -1.42214], [-0.77578, -1.20881, -1.82028], [-2.96433, -0.17136, -1.43315], [-1.02333, 1.32170, -2.45059], [-0.06249, 1.06640, -3.41141], [0.36296, 2.08041, -4.25450], [-0.18844, 3.35924, -4.10593], [-1.15596, 3.59319, -3.13964], [-1.59356, 2.57964, -2.29464], [-2.62646, 2.83797, -1.24960], [0.28609, 4.38161, -4.92410], [1.10326, 4.17082, -5.98886], [1.54302, 5.07133, -6.66215], [1.35570, 2.69862, -6.29301], [1.33768, 1.83481, -5.17398], [-1.88088, 0.00670, 1.20012], [-1.44977, -1.41704, 1.56924], [1.51172, -1.59157, 3.68368], [4.14873, -2.10105, 5.38892], [2.96075, -1.66295, 6.61087], [3.30798, -0.55123, 5.27937], [2.15244, -4.08394, 5.84724], [0.44550, -5.16939, 4.46912], [-1.86632, -4.05297, 2.58361], [-0.67729, -5.34350, 2.46860], [-0.68830, -4.05193, 1.26895], [1.82001, -0.92912, 1.10347], [0.66432, -1.62710, -0.06021], [0.84616, 0.74105, -0.56907], [0.56010, 1.18653, 1.13314], [0.34908, 0.07446, -3.49852], [-1.56818, 4.58709, -3.04338], [-3.10294, 3.80223, -1.40521], [-3.37422, 2.04952, -1.27075], [-2.16612, 2.82192, -0.26307], [0.01275, 5.33468, -4.72153], [0.59239, 2.38489, -7.02429], [2.33941, 2.58950, -6.75397], [-2.92275, 0.02297, 0.88137], [-1.74045, 0.67855, 2.05235], [-2.01877, -1.75834, 2.43347], [-1.66558, -2.06009, 0.70151], [1.79868, -0.57462, 3.45546]],
  "nbo_charge": [-0.624, -0.032, -0.220, -0.191, -0.055, -0.630, 0.164, -0.483, -0.234, -0.234, -0.679, 2.308, -0.950, -0.945, -0.275, -0.223, 0.248, 0.124, -0.232, 0.000, -0.649, -0.598, 0.655, -0.575, -0.165, -0.474, -0.236, -0.227, -0.183, 0.219, 0.218, 0.211, 0.206, 0.205, 0.214, 0.218, 0.219, 0.216, 0.205, 0.216, 0.205, 0.258, 0.215, 0.214, 0.254, 0.235, 0.418, 0.199, 0.229, 0.236, 0.205, 0.217, 0.186, 0.197],
  "spin_multiplicity": 1,
  "lumo_ha": 0.01768,
  "total_charge": 0,
  "homo_energy_ev": -7.82
}



two | {
  "formula": "C21H25N3O4S",
  "method": "ωB97M-V/def2-TZVPD",
  "elements": ["C", "C", "C", "O", "C", "O", "C", "C", "C", "N", "C", "S", "C", "C", "O", "N", "C", "C", "C", "C", "C", "C", "N", "C", "C", "C", "C", "C", "O", "H", "H", "H", "H", "H", "H", "H", "H", "H", "H", "H", "H", "H", "H", "H", "H", "H", "H", "H", "H", "H", "H", "H", "H", "H"],
  "xyz": [[-5.54395, -1.60295, 1.08297], [-5.86884, -2.23703, -0.02643], [-4.97389, -2.41379, -1.21815], [-3.67692, -1.86979, -1.03203], [-3.56307, -0.53681, -1.23043], [-4.47833, 0.13736, -1.65049], [-2.24977, 0.00776, -0.89928], [-1.16062, -0.69786, -0.50892], [-1.09336, -2.17727, -0.31874], [0.02822, -0.04936, -0.28149], [0.22717, 1.23911, -0.68630], [1.89940, 1.81339, -0.79839], [2.63574, 1.07115, 0.72096], [3.20756, -0.29288, 0.39349], [2.44765, -1.25873, 0.34019], [4.51519, -0.41301, 0.13061], [5.48984, 0.66040, 0.15678], [5.49726, 1.46655, -1.13997], [5.01224, -1.72486, -0.25937], [5.58489, -2.48661, 0.93103], [-0.79687, 2.02455, -1.08677], [-0.60011, 3.32432, -1.56276], [-0.45851, 4.39731, -1.95067], [-2.21512, 1.52910, -0.91575], [-2.77044, 2.02224, 0.38898], [-3.97473, 2.57223, 0.70916], [-3.95633, 2.77346, 2.11148], [-2.74452, 2.33096, 2.53699], [-2.01645, 1.86969, 1.50314], [-6.23794, -1.49800, 1.89835], [-4.57522, -1.15127, 1.22069], [-6.84804, -2.67750, -0.15469], [-4.82113, -3.47823, -1.42321], [-5.44592, -1.94214, -2.09048], [-1.79875, -2.49358, 0.44631], [-1.36622, -2.68921, -1.23861], [-0.08889, -2.47642, -0.02718], [0.84031, -0.61868, -0.02076], [3.36501, 1.79399, 1.07118], [1.83575, 0.96949, 1.45311], [5.30797, 1.31750, 1.01002], [6.46969, 0.20137, 0.30638], [6.27461, 2.22429, -1.09696], [4.54107, 1.95766, -1.30003], [5.69302, 0.81652, -1.98910], [4.17426, -2.28415, -0.68006], [5.77202, -1.58861, -1.03194], [5.95213, -3.45550, 0.60503], [4.81083, -2.64126, 1.67816], [6.40686, -1.93980, 1.38818], [-2.86334, 1.90053, -1.71525], [-4.77146, 2.79190, 0.02991], [-4.73785, 3.19050, 2.71289], [-2.29210, 2.29200, 3.50823]],
  "nbo_charge": [-0.391, -0.199, -0.115, -0.521, 0.782, -0.614, -0.236, 0.311, -0.652, -0.625, 0.128, 0.283, -0.622, 0.683, -0.677, -0.420, -0.209, -0.616, -0.218, -0.614, -0.230, 0.273, -0.317, -0.263, 0.282, -0.291, -0.311, 0.081, -0.418, 0.202, 0.196, 0.203, 0.199, 0.216, 0.244, 0.245, 0.222, 0.452, 0.241, 0.263, 0.201, 0.209, 0.218, 0.213, 0.213, 0.238, 0.194, 0.218, 0.219, 0.200, 0.267, 0.238, 0.227, 0.199],
  "spin_multiplicity": 1,
  "lumo_ha": 0.01411,
  "total_charge": 0,
  "homo_energy_ev": -8.06
}



three | {
  "formula": "C21H25N3O4S",
  "method": "ωB97M-V/def2-TZVPD",
  "elements": ["C", "C", "O", "N", "C", "C", "C", "C", "C", "S", "O", "O", "N", "C", "C", "C", "O", "N", "C", "C", "C", "C", "C", "C", "C", "C", "C", "C", "C", "H", "H", "H", "H", "H", "H", "H", "H", "H", "H", "H", "H", "H", "H", "H", "H", "H", "H", "H", "H", "H", "H", "H", "H", "H"],
  "xyz": [[5.09649, -1.02051, 1.04406], [3.91973, -0.11076, 0.77980], [4.00620, 0.88109, 0.09020], [2.75362, -0.48324, 1.39135], [2.61164, -1.66097, 2.24250], [1.13987, -1.69192, 2.68728], [0.55723, -0.47705, 2.03309], [-0.72377, 0.01914, 2.09574], [-1.01401, 1.17464, 1.38407], [-2.66283, 1.82801, 1.56321], [-2.80457, 2.30919, 2.90673], [-3.61266, 0.84577, 1.09763], [-2.69825, 3.13121, 0.52763], [-3.61009, 3.17100, -0.60222], [-2.87938, 2.99856, -1.93451], [-2.40462, 1.60857, -2.36018], [-1.72826, 1.49226, -3.36652], [-2.80825, 0.56300, -1.62308], [-2.58284, -0.81140, -2.01651], [-1.81795, -1.61641, -0.95913], [-0.32425, -1.66985, -1.14583], [0.38896, -0.65926, -1.77650], [1.75851, -0.76679, -1.95005], [2.43759, -1.88333, -1.49716], [1.73827, -2.89253, -0.85730], [0.37103, -2.78161, -0.68170], [-0.05767, 1.81952, 0.62771], [1.23926, 1.33035, 0.56820], [1.53798, 0.18031, 1.28253], [4.88366, -2.03323, 0.71033], [5.95451, -0.63603, 0.49970], [5.33131, -1.04567, 2.10598], [3.28666, -1.58269, 3.09985], [2.87171, -2.55908, 1.67683], [0.63546, -2.59530, 2.34333], [1.04043, -1.64308, 3.77231], [-1.49729, -0.45461, 2.67943], [-2.60159, 3.99033, 1.04010], [-4.12364, 4.13601, -0.61081], [-4.36852, 2.39509, -0.46634], [-3.54335, 3.32830, -2.73850], [-2.00715, 3.65534, -1.96021], [-3.27130, 0.68767, -0.73111], [-2.04678, -0.80044, -2.96790], [-3.56255, -1.27757, -2.17386], [-2.04619, -1.19221, 0.02388], [-2.19687, -2.64108, -0.96067], [-0.11839, 0.21097, -2.15860], [2.29870, 0.02499, -2.44553], [3.50314, -1.96908, -1.65282], [2.25347, -3.77966, -0.51308], [-0.17109, -3.58061, -0.19340], [-0.32846, 2.70906, 0.08372], [1.99717, 1.82558, -0.01364]],
  "nbo_charge": [-0.714, 0.704, -0.605, -0.456, -0.204, -0.425, -0.046, -0.184, -0.346, 2.318, -0.928, -0.964, -0.891, -0.236, -0.502, 0.681, -0.650, -0.641, -0.227, -0.456, 0.081, -0.247, -0.189, -0.240, -0.220, -0.259, -0.184, -0.242, 0.264, 0.227, 0.246, 0.229, 0.201, 0.209, 0.229, 0.226, 0.234, 0.420, 0.215, 0.221, 0.238, 0.231, 0.425, 0.239, 0.197, 0.226, 0.213, 0.236, 0.222, 0.212, 0.207, 0.205, 0.237, 0.264],
  "spin_multiplicity": 1,
  "lumo_ha": 0.02042,
  "total_charge": 0,
  "homo_energy_ev": -8.43
}



The structure with the greatest stability is three.



one | {
  "formula": "C3H10NO3",
  "method": "ωB97M-V/def2-TZVPD",
  "elements": ["C", "C", "C", "N", "O", "O", "O", "H", "H", "H", "H", "H", "H", "H", "H", "H", "H"],
  "xyz": [[1.15643, 0.87500, -1.51732], [-0.07166, 0.25134, 0.62195], [-0.32862, -1.70404, 0.13137], [-0.16955, 0.87832, -0.74324], [1.17980, 0.19669, 1.06560], [-1.61050, -1.65983, -0.46214], [-0.37072, -2.35720, 1.32112], [1.11607, 1.57894, -2.33917], [1.92717, 1.12697, -0.81428], [1.39602, -0.05314, -1.97791], [-0.87145, 0.50120, 1.30054], [0.43461, -2.01602, -0.57304], [-0.20077, 1.90150, -0.72290], [-0.89007, 0.41127, -1.28805], [1.28155, -0.71587, 1.59158], [-2.28965, -1.60697, 0.22428], [0.26146, -3.04388, 1.49126]],
  "nbo_charge": [-0.428, 0.200, 0.386, -0.543, -0.705, -0.728, -0.712, 0.238, 0.256, 0.230, 0.196, 0.175, 0.442, 0.464, 0.516, 0.499, 0.515],
  "spin_multiplicity": 1,
  "lumo_ha": -0.11604,
  "total_charge": 1,
  "homo_energy_ev": -13.14
}



two | {
  "formula": "C3H10NO3",
  "method": "ωB97M-V/def2-TZVPD",
  "elements": ["O", "C", "C", "N", "C", "O", "H", "H", "H", "H", "H", "H", "H", "H", "H", "H", "O"],
  "xyz": [[-1.00383, 1.97718, -0.18938], [-1.70089, 0.99275, -0.89716], [-1.28688, -0.31724, -0.28884], [-0.09664, -0.03644, 0.53099], [0.39119, -1.22402, 1.28148], [-2.31187, 1.26043, -1.88520], [-0.84910, 2.88324, -0.54446], [-1.37323, -1.25664, -0.95329], [-2.33846, -0.65286, 0.36497], [0.70950, 0.30580, -0.14824], [-0.30723, 0.81469, 1.18972], [1.61977, -1.19327, 1.61434], [0.55181, -2.16537, 0.63899], [-0.15994, -1.47348, 2.16625], [2.44392, -0.16729, -1.67739], [3.08593, 0.46132, -0.45738], [2.62594, -0.20879, -0.74541]],
  "nbo_charge": [-0.787, 0.761, -0.379, -0.571, -0.473, -0.476, 0.545, 0.310, 0.288, 0.487, 0.492, 0.271, 0.255, 0.245, 0.494, 0.476, -0.937],
  "spin_multiplicity": 1,
  "lumo_ha": -0.12862,
  "total_charge": 1,
  "homo_energy_ev": -15.14
}



The structure with the greatest stability is two.